(1)
{"formula": "C40H35GdNO2", "method": "ωB97M-V/def2-TZVPD", "symbols": ["Gd", "O", "C", "C", "C", "C", "C", "C", "C", "C", "C", "O", "C", "C", "C", "C", "C", "C", "C", "C", "C", "C", "C", "C", "N", "C", "C", "C", "C", "C", "C", "C", "C", "C", "C", "C", "C", "H", "H", "H", "H", "H", "H", "H", "H", "H", "H", "H", "H", "H", "H", "H", "H", "H", "H", "H", "H", "H", "H", "H", "H", "H", "H", "H", "C", "C", "C", "C", "C", "C", "C", "H", "H", "H", "H", "H", "H", "H", "H"], "positions_angstrom": [[-0.450714, -0.458770, -0.340780], [-2.254534, -0.029829, -1.219382], [-2.091230, 1.292654, -1.770948], [-2.583278, 2.312776, -0.748887], [-1.901112, 2.411207, 0.601610], [-1.884113, 3.630055, 1.262041], [-1.300793, 3.721501, 2.513555], [-0.786111, 2.579215, 3.106904], [-0.865744, 1.384029, 2.418478], [-0.422809, 0.105082, 3.102551], [0.738437, -0.687925, 2.464239], [0.228893, -1.405051, 1.361999], [1.284642, -1.689612, 3.490426], [1.780356, -1.293018, 4.731048], [2.278926, -2.222571, 5.630383], [2.289692, -3.574304, 5.308691], [1.783116, -3.978526, 4.083965], [1.282658, -3.042944, 3.185509], [1.851605, 0.263573, 1.965375], [2.413233, 0.147551, 0.695936], [3.467201, 0.963703, 0.288845], [3.953129, 1.942959, 1.132015], [3.373998, 2.105660, 2.388393], [2.342974, 1.276647, 2.793356], [-1.362509, 1.313965, 1.166339], [-0.610071, 1.518356, -2.218227], [-0.147972, 0.815909, -3.340357], [1.149977, 0.963341, -3.789944], [2.029906, 1.821242, -3.131940], [1.593979, 2.518849, -2.023093], [0.286010, 2.359527, -1.562394], [-2.971048, 1.406195, -3.014424], [-3.922654, 0.441605, -3.307125], [-4.741976, 0.588034, -4.425225], [-4.617814, 1.696164, -5.246854], [-3.662986, 2.665346, -4.955005], [-2.845852, 2.518024, -3.846614], [-3.631796, 2.064718, -0.561116], [-2.586509, 3.306825, -1.199117], [-2.322871, 4.496735, 0.784661], [-1.259510, 4.672370, 3.030573], [-0.359815, 2.596392, 4.100273], [-1.263770, -0.590847, 3.124741], [-0.200094, 0.348691, 4.140950], [1.786329, -0.248853, 5.015474], [2.660146, -1.888011, 6.586510], [2.681291, -4.300221, 6.009147], [1.773325, -5.029248, 3.820744], [0.871004, -3.351729, 2.236613], [2.115090, -0.653203, 0.031296], [3.901957, 0.822952, -0.692928], [4.776854, 2.573641, 0.823565], [3.736740, 2.875316, 3.057851], [1.916258, 1.423218, 3.776438], [-0.845450, 0.190725, -3.886005], [1.469349, 0.427060, -4.675337], [3.040404, 1.949069, -3.498257], [2.259452, 3.192450, -1.499427], [-0.027964, 2.946785, -0.711133], [-4.028323, -0.415934, -2.657420], [-5.483811, -0.168426, -4.648410], [-5.260819, 1.810380, -6.110035], [-3.554462, 3.531194, -5.595474], [-2.094194, 3.274458, -3.642897], [1.889833, -4.539148, 0.139852], [0.837627, -3.793087, -0.631655], [1.207050, -3.021805, -1.729784], [0.252145, -2.404271, -2.528802], [-1.097542, -2.521959, -2.223053], [-1.475082, -3.223519, -1.081137], [-0.513957, -3.863656, -0.303942], [2.430707, -5.219787, -0.519183], [1.460983, -5.129970, 0.947765], [2.616598, -3.853562, 0.579278], [2.254362, -2.951518, -2.002413], [0.561015, -1.881424, -3.422478], [-1.845892, -2.080495, -2.864449], [-2.524443, -3.316715, -0.832734], [-0.827618, -4.436173, 0.561021]], "atomic_forces_ev_per_a": [[1.00, -0.13, -0.74], [-0.66, 0.88, -0.44], [-0.07, -0.78, 0.01], [0.00, 0.31, 0.23], [0.04, -0.25, -0.03], [-0.05, 0.12, 0.03], [0.04, 0.02, 0.06], [-0.29, 0.18, -0.08], [0.26, -0.44, 0.05], [-0.13, 0.23, 0.11], [0.04, -0.14, -0.51], [-0.13, 0.06, 0.94], [0.09, 0.02, 0.09], [0.00, 0.02, -0.02], [0.01, -0.03, -0.01], [-0.04, 0.08, -0.05], [-0.02, 0.02, -0.04], [-0.01, -0.03, 0.02], [-0.05, 0.00, 0.26], [0.11, -0.05, 0.14], [-0.10, 0.04, -0.03], [0.00, 0.06, 0.08], [0.01, -0.05, -0.08], [-0.02, 0.06, -0.03], [0.20, 0.07, 0.10], [-0.27, -0.03, 0.06], [-0.15, -0.02, 0.07], [0.09, 0.01, -0.03], [-0.02, -0.06, -0.08], [-0.04, -0.02, 0.07], [0.04, 0.16, -0.01], [-0.03, 0.19, -0.02], [-0.08, 0.02, -0.11], [0.04, -0.01, 0.06], [0.05, 0.04, 0.02], [-0.05, -0.07, 0.00], [-0.03, 0.02, -0.07], [0.00, -0.04, -0.01], [0.01, 0.02, -0.01], [0.02, 0.00, 0.04], [-0.01, -0.02, -0.03], [-0.02, 0.06, -0.02], [-0.03, -0.01, 0.03], [0.06, 0.01, -0.03], [0.02, -0.01, 0.02], [0.00, -0.01, 0.00], [-0.01, 0.01, -0.01], [0.00, 0.00, 0.02], [0.02, 0.00, 0.06], [0.04, -0.29, -0.01], [0.00, -0.01, 0.02], [-0.02, 0.00, 0.01], [0.00, -0.01, -0.01], [0.02, 0.00, -0.01], [0.02, -0.02, 0.02], [0.04, 0.03, 0.02], [-0.01, 0.00, 0.01], [0.00, 0.00, -0.02], [0.01, 0.01, 0.02], [0.01, 0.02, 0.01], [0.01, 0.01, 0.02], [0.02, -0.01, 0.01], [0.00, -0.01, 0.02], [-0.01, -0.03, 0.04], [0.00, -0.01, 0.05], [0.11, -0.07, 0.12], [0.10, 0.02, -0.07], [0.10, -0.04, -0.17], [-0.15, -0.11, -0.11], [-0.02, -0.15, -0.05], [-0.06, 0.01, 0.00], [0.00, 0.02, -0.02], [-0.04, 0.01, -0.04], [-0.01, 0.01, -0.01], [0.00, 0.01, 0.02], [0.02, 0.03, -0.01], [-0.03, 0.05, 0.03], [0.00, 0.02, 0.04], [0.04, 0.02, -0.01]], "mulliken_charge": [0.394, -0.664, 3.282, -1.458, 0.091, -0.676, -0.990, -0.579, 0.831, -1.911, 2.015, 0.338, -0.541, -0.176, -1.168, -0.619, -0.872, 0.322, 0.097, 0.588, -1.082, -0.579, -1.181, -0.270, 0.327, -1.306, 0.090, -0.941, -0.578, -0.993, 0.648, -0.878, -0.204, -1.030, -0.440, -1.080, -0.133, 0.608, 0.444, 0.502, 0.454, 0.466, 0.536, 0.527, 0.234, 0.430, 0.406, 0.436, -0.004, 0.573, 0.529, 0.453, 0.456, 0.218, 0.799, 0.520, 0.500, 0.511, 0.243, 0.490, 0.427, 0.416, 0.415, 0.389, -1.728, 1.253, -0.443, -0.610, -0.470, -0.789, -0.274, 0.447, 0.344, 0.306, 0.506, 0.585, 0.443, 0.431, 0.354], "multiplicity": 8, "s2": 15.876, "total_charge": 1, "homo_lumo_gap_ev": [7.274, 8.715], "homo_energy_ev": [-11.244, -11.246]}

=====

(2)
{"formula": "C40H35N6NiO5P", "method": "ωB97M-V/def2-TZVPD", "symbols": ["Ni", "O", "C", "C", "C", "C", "C", "C", "C", "O", "N", "N", "C", "C", "C", "C", "C", "C", "N", "H", "H", "H", "H", "H", "H", "H", "H", "H", "H", "O", "C", "O", "C", "P", "C", "C", "C", "C", "C", "C", "C", "C", "C", "C", "C", "C", "H", "H", "H", "H", "H", "H", "H", "H", "H", "H", "H", "H", "C", "C", "C", "C", "C", "N", "C", "O", "N", "C", "C", "C", "C", "N", "C", "C", "C", "H", "H", "H", "H", "H", "H", "H", "H", "H", "H", "H", "H", "H"], "positions_angstrom": [[-0.197525, 1.771152, 1.381671], [1.741082, -2.442041, 0.896156], [2.319945, -2.469473, 2.111071], [3.058313, -3.603347, 2.452861], [3.657473, -3.695255, 3.692821], [3.530244, -2.660246, 4.616299], [2.799545, -1.538583, 4.277559], [2.185937, -1.416643, 3.027939], [1.393699, -0.203529, 2.690768], [0.839851, -0.121253, 1.541790], [1.305298, 0.714091, 3.649691], [0.540551, 1.740175, 3.213561], [0.255100, 2.702479, 4.004503], [-0.612627, 3.757276, 3.469906], [-1.097991, 4.787243, 4.264786], [-1.962419, 5.713856, 3.704071], [-2.316040, 5.584527, 2.371538], [-1.779050, 4.530589, 1.644141], [-0.944417, 3.645701, 2.171986], [1.228540, -1.595280, 0.861771], [3.139486, -4.399417, 1.723792], [4.225853, -4.581828, 3.945748], [3.997191, -2.733330, 5.589225], [2.682620, -0.720853, 4.974475], [0.607136, 2.725970, 5.032290], [-0.808112, 4.844740, 5.305713], [-2.361694, 6.521177, 4.304460], [-2.996980, 6.276792, 1.897104], [-2.031599, 4.374886, 0.603469], [-3.216302, 2.368834, -0.391393], [-2.170484, 2.039304, -0.909077], [-0.963679, 2.217941, -0.491324], [-2.120759, 1.284905, -2.248790], [-0.363630, 1.061438, -2.572014], [-0.210899, -0.058348, -3.994480], [-1.232690, -0.959820, -4.289342], [-0.919964, -2.245672, -4.831189], [0.341782, -2.717070, -4.760767], [1.415745, -1.905121, -4.112563], [1.108514, -0.451074, -4.209479], [0.615168, 2.514685, -2.932742], [0.736473, 2.898295, -4.266848], [1.492175, 4.013062, -4.597771], [2.140595, 4.728423, -3.602745], [2.026600, 4.340767, -2.273240], [1.255733, 3.243567, -1.930961], [-2.575364, 1.841364, -3.071052], [-2.624224, 0.320902, -2.174962], [-2.267827, -0.708270, -4.102545], [-1.714213, -2.863783, -5.228573], [0.575116, -3.716811, -5.107717], [2.398240, -2.139877, -4.525159], [1.916159, 0.259879, -4.111037], [0.249603, 2.323487, -5.044743], [1.577831, 4.315392, -5.632813], [2.736436, 5.593777, -3.862624], [2.529476, 4.901978, -1.497063], [1.131770, 2.964344, -0.892761], [-1.772462, -1.294513, 4.372496], [-1.983022, -1.832447, 2.984628], [-2.985140, -1.329387, 2.161376], [-3.162193, -1.810508, 0.874256], [-2.338797, -2.818155, 0.386370], [-2.576115, -3.285126, -0.940251], [-1.724836, -3.916127, -1.804579], [-2.121184, -4.752752, -2.594280], [-0.362679, -3.584040, -1.778674], [0.195087, -2.298708, -1.828521], [1.539037, -2.232194, -2.519381], [2.367433, -1.161152, -1.860519], [1.784705, -0.046847, -1.437586], [0.367220, 0.055645, -1.423617], [-0.336426, -1.183719, -1.323056], [-1.333431, -3.332482, 1.191936], [-1.163753, -2.834428, 2.474540], [-2.671104, -0.800995, 4.742543], [-0.959492, -0.565892, 4.387917], [-1.508791, -2.093378, 5.066482], [-3.630783, -0.538251, 2.523467], [-3.935468, -1.392526, 0.238905], [-3.532778, -3.534402, -1.142012], [0.110419, -4.230207, -2.394146], [2.027751, -3.205362, -2.429612], [3.437170, -1.288448, -1.764488], [2.322439, 0.794876, -1.023601], [-1.277961, -1.123907, -0.806946], [-0.674227, -4.104823, 0.819868], [-0.367400, -3.235805, 3.091116]], "atomic_forces_ev_per_a": [[-0.09, 0.30, 0.03], [0.02, -0.11, -0.01], [-0.04, -0.04, -0.02], [0.00, 0.00, 0.00], [0.00, 0.00, 0.00], [0.00, 0.00, 0.00], [0.02, 0.02, -0.01], [-0.02, 0.01, 0.04], [-0.07, 0.00, 0.03], [0.02, 0.02, -0.10], [0.01, -0.04, 0.01], [-0.06, 0.00, -0.07], [0.00, 0.01, 0.00], [-0.01, 0.00, 0.02], [0.02, 0.02, -0.01], [0.00, 0.00, -0.01], [0.03, 0.01, 0.01], [0.03, 0.04, -0.05], [-0.05, -0.16, 0.07], [0.03, 0.08, -0.03], [0.00, 0.00, 0.00], [0.00, 0.00, 0.00], [0.00, 0.00, 0.00], [0.00, 0.00, 0.00], [0.02, 0.00, -0.01], [0.00, 0.00, 0.00], [0.00, 0.00, 0.00], [0.00, 0.00, 0.00], [-0.02, -0.03, 0.01], [-0.15, -0.03, -0.08], [0.32, 0.00, 0.24], [-0.17, -0.07, 0.04], [0.06, 0.15, 0.03], [0.06, -0.36, -0.30], [-0.10, 0.05, 0.03], [-0.02, 0.03, 0.06], [0.03, -0.02, -0.02], [-0.02, 0.02, 0.01], [-0.01, 0.00, 0.04], [0.08, 0.00, 0.02], [-0.06, 0.01, 0.12], [0.02, -0.01, -0.02], [0.00, 0.00, -0.01], [-0.01, 0.00, 0.01], [0.00, 0.01, -0.03], [0.03, 0.02, 0.06], [0.00, 0.01, 0.00], [0.02, 0.00, 0.02], [0.00, 0.01, 0.01], [0.00, 0.00, 0.00], [0.00, -0.01, 0.01], [0.00, 0.00, -0.01], [0.00, 0.01, 0.01], [0.00, 0.00, 0.00], [0.00, 0.00, 0.00], [0.00, 0.00, 0.00], [0.00, 0.00, 0.00], [0.01, -0.01, -0.04], [0.00, 0.01, 0.01], [0.01, -0.01, -0.01], [-0.01, 0.01, 0.00], [0.02, 0.03, -0.01], [0.06, 0.06, 0.00], [-0.02, 0.07, -0.05], [0.03, -0.05, 0.05], [0.00, -0.01, -0.03], [-0.03, 0.07, -0.05], [-0.01, -0.06, 0.01], [-0.01, 0.03, -0.01], [0.00, 0.01, -0.02], [0.03, -0.02, 0.01], [0.00, 0.04, -0.11], [0.00, -0.03, 0.03], [0.00, -0.02, -0.02], [0.01, 0.01, -0.01], [0.00, 0.00, 0.00], [0.04, 0.02, -0.02], [0.00, 0.00, 0.00], [0.00, 0.00, 0.00], [0.00, 0.00, 0.00], [0.00, -0.04, 0.00], [0.01, -0.02, 0.03], [0.01, 0.00, -0.01], [0.00, -0.01, 0.01], [0.00, -0.01, 0.01], [-0.05, -0.03, 0.06], [0.00, 0.00, 0.00], [0.00, 0.00, 0.01]], "mulliken_charge": [-0.023, -0.275, -0.361, -0.682, -0.412, -0.913, -0.480, 0.608, 0.302, 0.158, -0.887, 0.529, -0.332, 0.653, -0.990, -0.148, -1.099, 0.026, 0.072, 0.299, 0.439, 0.405, 0.405, 0.448, 0.387, 0.409, 0.414, 0.402, 0.405, -0.697, -0.103, 0.062, -0.705, 1.703, 0.798, -0.833, -0.331, -1.145, 0.125, -2.033, 0.947, -0.549, -0.827, -0.550, -1.064, -0.490, 0.638, 0.385, 0.514, 0.444, 0.403, 0.784, 0.467, 0.430, 0.431, 0.400, 0.472, 0.308, -1.530, 0.826, -0.951, -0.036, -0.166, 0.078, 0.063, -0.697, 0.367, -0.242, -0.314, -1.990, 0.160, 1.713, -2.166, -0.048, -0.372, 0.428, 0.145, 0.366, 0.326, 0.363, 0.332, 0.382, 1.193, 0.390, 0.381, 0.530, 0.329, 0.396], "relative_energy_kcal_mol": 103.9, "multiplicity": 3, "s2": 2.061, "homo_lumo_gap_ev": [7.359, 5.631], "homo_energy_ev": [-7.242, -6.727]}